1.
This record from the Open Molecules 2025 dataset describes 20 unconnected molecules or ions with the total composition C81H209N7O39S13 at a distorted geometry. The level of theory is wB97M-V/def2-TZVPD.

```
349
C81H209N7O39S13 (wB97M-V/def2-TZVPD)
C 3.553 -0.897 -13.627
C 3.251 -2.265 -13.044
N 4.237 -2.777 -12.102
C 5.439 -3.413 -12.684
C 6.441 -4.034 -11.764
C 4.544 -1.841 -10.937
C 3.228 -1.705 -10.184
H 4.606 -0.807 -13.896
H 3.275 -0.126 -12.909
H 2.941 -0.603 -14.480
H 2.372 -2.361 -12.407
H 3.216 -3.017 -13.833
H 5.003 -4.079 -13.429
H 6.037 -2.677 -13.220
H 7.041 -4.744 -12.333
H 7.152 -3.395 -11.240
H 5.940 -4.615 -10.990
H 4.975 -0.898 -11.272
H 5.269 -2.248 -10.233
H 3.482 -1.132 -9.292
H 2.711 -2.655 -10.051
H 2.519 -1.083 -10.729
C 1.848 -9.967 -16.391
C 1.748 -9.111 -17.588
N 2.953 -8.257 -17.717
C 3.054 -7.771 -19.067
C 2.070 -6.669 -19.514
C 3.079 -7.279 -16.629
C 4.565 -7.308 -16.199
H 1.370 -9.525 -15.517
H 2.874 -10.120 -16.058
H 1.232 -10.855 -16.538
H 1.671 -9.852 -18.384
H 0.742 -8.696 -17.644
H 4.038 -7.440 -19.401
H 2.956 -8.697 -19.634
H 1.088 -6.861 -19.080
H 2.467 -5.778 -19.029
H 2.104 -6.675 -20.604
H 2.335 -7.489 -15.861
H 2.753 -6.279 -16.915
H 5.321 -7.226 -16.981
H 4.771 -8.323 -15.858
H 4.778 -6.583 -15.414
C 7.405 -9.715 -19.699
C 7.256 -8.323 -20.332
N 6.554 -8.387 -21.586
C 7.456 -8.834 -22.688
C 6.782 -10.010 -23.329
C 5.934 -7.099 -21.895
C 5.113 -7.095 -23.274
H 7.822 -9.687 -18.692
H 8.205 -10.245 -20.217
H 6.519 -10.347 -19.639
H 6.727 -7.929 -19.464
H 8.202 -7.781 -20.330
H 7.555 -8.046 -23.435
H 8.501 -9.073 -22.489
H 7.372 -10.250 -24.214
H 6.747 -10.867 -22.657
H 5.735 -9.752 -23.487
H 6.696 -6.325 -21.793
H 5.186 -6.896 -21.128
H 5.829 -7.190 -24.090
H 4.528 -6.176 -23.313
H 4.313 -7.814 -23.451
C 5.618 -16.077 -14.901
C 4.682 -15.049 -15.495
N 5.264 -14.625 -16.799
C 5.234 -15.573 -17.874
C 4.038 -15.264 -18.794
C 6.511 -13.803 -16.645
C 6.701 -12.882 -17.901
H 6.613 -15.733 -14.616
H 5.651 -16.863 -15.655
H 5.131 -16.409 -13.984
H 3.672 -15.459 -15.495
H 4.589 -14.229 -14.783
H 5.018 -16.573 -17.496
H 6.089 -15.574 -18.549
H 3.926 -15.815 -19.728
H 4.096 -14.251 -19.193
H 3.119 -15.125 -18.225
H 6.501 -13.197 -15.739
H 7.347 -14.502 -16.684
H 5.932 -12.121 -17.767
H 7.764 -12.644 -17.941
H 6.440 -13.395 -18.826
C 3.960 -11.485 -8.663
C 4.450 -11.825 -7.229
N 5.792 -11.308 -6.788
C 5.836 -9.849 -6.592
C 7.301 -9.360 -6.506
C 6.306 -11.934 -5.541
C 6.184 -13.444 -5.401
H 3.004 -11.871 -9.016
H 4.771 -11.714 -9.355
H 3.849 -10.409 -8.796
H 3.620 -11.435 -6.640
H 4.319 -12.907 -7.249
H 5.346 -9.272 -7.376
H 5.249 -9.610 -5.705
H 7.832 -9.647 -5.598
H 7.798 -9.740 -7.399
H 7.447 -8.284 -6.414
H 5.666 -11.564 -4.740
H 7.313 -11.567 -5.343
H 6.693 -14.019 -6.175
H 5.156 -13.790 -5.509
H 6.438 -13.637 -4.358
C 3.513 -16.108 -11.379
C 3.496 -17.508 -10.658
N 4.578 -18.326 -11.091
C 5.184 -19.165 -10.051
C 4.255 -20.175 -9.390
C 4.280 -18.980 -12.365
C 5.566 -19.466 -13.165
H 2.958 -16.179 -12.314
H 4.517 -15.748 -11.604
H 2.998 -15.320 -10.828
H 3.553 -17.308 -9.588
H 2.537 -18.023 -10.709
H 5.903 -19.788 -10.583
H 5.686 -18.538 -9.314
H 3.534 -19.699 -8.726
H 3.815 -20.794 -10.172
H 4.784 -20.856 -8.723
H 3.880 -18.213 -13.029
H 3.525 -19.751 -12.215
H 6.206 -20.208 -12.687
H 6.170 -18.569 -13.296
H 5.353 -19.853 -14.162
C 15.641 -7.382 -16.603
C 15.112 -6.679 -15.371
N 15.091 -7.429 -14.126
C 14.292 -8.582 -14.298
C 12.781 -8.267 -14.722
C 16.478 -7.837 -13.730
C 17.374 -6.708 -13.360
H 15.001 -8.137 -17.062
H 16.549 -7.983 -16.549
H 15.745 -6.673 -17.424
H 15.643 -5.731 -15.290
H 14.099 -6.388 -15.652
H 14.748 -9.352 -14.920
H 14.242 -9.040 -13.310
H 12.177 -9.109 -14.383
H 12.437 -7.381 -14.188
H 12.653 -8.266 -15.805
H 17.003 -8.306 -14.562
H 16.541 -8.763 -13.158
H 18.280 -7.115 -12.912
H 16.933 -6.128 -12.549
H 17.569 -5.986 -14.153
O 1.544 -7.434 -9.880
S 2.981 -7.457 -10.208
O 3.967 -7.538 -9.138
O 3.287 -8.754 -11.172
C 2.238 -9.234 -12.023
C 2.542 -10.452 -12.833
C 3.406 -6.060 -11.349
H 2.006 -8.402 -12.688
H 1.289 -9.363 -11.502
H 1.638 -10.782 -13.345
H 2.859 -11.330 -12.270
H 3.385 -10.403 -13.522
H 4.262 -6.521 -11.842
H 3.583 -5.185 -10.722
H 2.502 -6.032 -11.957
O 9.084 -13.290 -4.619
S 10.185 -13.215 -5.656
O 11.137 -12.083 -5.568
O 11.047 -14.664 -5.718
C 10.274 -15.784 -5.428
C 10.944 -17.134 -5.597
C 9.657 -13.352 -7.399
H 9.388 -15.838 -6.060
H 9.901 -15.854 -4.406
H 10.329 -18.019 -5.436
H 11.825 -17.066 -4.960
H 11.247 -17.036 -6.640
H 10.427 -13.601 -8.129
H 9.212 -12.391 -7.657
H 8.818 -14.047 -7.433
O 12.616 -9.250 -8.653
S 11.473 -8.490 -9.130
O 10.087 -8.971 -9.158
O 11.441 -6.987 -8.386
C 10.342 -6.107 -8.585
C 9.223 -6.367 -7.561
C 12.026 -7.811 -10.807
H 10.008 -6.133 -9.622
H 10.828 -5.149 -8.399
H 9.446 -6.892 -6.632
H 8.391 -6.843 -8.080
H 8.922 -5.401 -7.157
H 12.290 -8.533 -11.580
H 12.872 -7.161 -10.584
H 11.173 -7.270 -11.218
O 12.451 -11.573 -15.161
S 12.947 -12.026 -13.800
O 14.355 -12.076 -13.440
O 11.982 -11.401 -12.634
C 10.575 -11.381 -12.727
C 10.010 -11.237 -11.349
C 12.312 -13.733 -13.561
H 10.033 -12.229 -13.145
H 10.298 -10.555 -13.382
H 10.795 -10.750 -10.770
H 9.481 -12.117 -10.982
H 9.380 -10.366 -11.534
H 11.250 -13.890 -13.748
H 12.664 -14.148 -12.616
H 12.791 -14.340 -14.329
O 1.225 -11.432 -6.449
S 0.691 -10.047 -6.211
O -0.256 -9.754 -5.152
O 2.010 -9.026 -6.068
C 1.660 -7.713 -5.582
C 2.967 -6.956 -5.771
C 0.007 -9.519 -7.808
H 1.257 -7.622 -4.573
H 0.980 -7.218 -6.275
H 3.816 -7.446 -5.294
H 3.027 -6.049 -5.170
H 3.328 -6.638 -6.749
H -1.024 -9.869 -7.774
H 0.637 -9.947 -8.588
H 0.019 -8.443 -7.981
O -1.360 -15.292 -18.506
S -0.336 -15.252 -17.488
O -0.601 -15.092 -16.015
O 0.607 -16.579 -17.714
C 1.272 -17.196 -16.563
C 2.170 -18.413 -17.045
C 0.899 -13.895 -17.921
H 0.499 -17.594 -15.907
H 1.852 -16.528 -15.925
H 2.259 -19.032 -16.153
H 3.169 -18.046 -17.277
H 1.740 -18.867 -17.938
H 1.071 -13.956 -18.996
H 1.786 -13.843 -17.291
H 0.289 -12.992 -17.943
O 15.283 -15.960 -16.603
S 14.515 -15.014 -17.356
O 14.596 -15.048 -18.772
O 12.951 -14.983 -16.974
C 11.935 -14.585 -17.897
C 10.881 -14.241 -16.869
C 15.152 -13.426 -16.834
H 11.612 -15.448 -18.480
H 12.320 -13.815 -18.566
H 9.935 -14.008 -17.356
H 11.084 -13.382 -16.229
H 10.666 -15.133 -16.280
H 14.940 -13.394 -15.766
H 14.689 -12.570 -17.325
H 16.219 -13.277 -17.003
O 3.311 -13.499 -21.503
S 3.201 -12.089 -21.780
O 3.286 -11.421 -23.037
O 1.872 -11.531 -21.016
C 1.332 -10.312 -21.402
C 0.071 -10.553 -22.336
C 4.317 -11.351 -20.543
H 1.993 -9.631 -21.938
H 0.992 -9.780 -20.514
H -0.625 -11.218 -21.825
H 0.347 -10.981 -23.299
H -0.512 -9.669 -22.595
H 5.346 -11.378 -20.900
H 4.239 -11.820 -19.562
H 4.018 -10.306 -20.460
O 8.787 -17.971 -10.894
S 9.283 -16.587 -10.907
O 9.016 -15.606 -11.909
O 8.803 -15.929 -9.446
C 7.397 -15.893 -9.182
C 6.929 -14.485 -9.736
C 11.118 -16.656 -10.498
H 7.078 -15.797 -8.144
H 6.916 -16.818 -9.501
H 7.066 -14.465 -10.817
H 7.673 -13.780 -9.363
H 5.987 -14.028 -9.431
H 11.209 -17.614 -9.985
H 11.356 -15.793 -9.876
H 11.649 -16.588 -11.447
O 10.991 -7.615 -21.833
S 11.828 -8.423 -20.961
O 12.962 -7.803 -20.200
O 10.746 -9.191 -19.939
C 11.366 -9.844 -18.798
C 10.706 -11.175 -18.399
C 12.564 -9.888 -21.873
H 11.303 -9.176 -17.939
H 12.449 -9.945 -18.873
H 11.366 -11.596 -17.640
H 10.616 -11.885 -19.221
H 9.660 -11.125 -18.095
H 11.762 -10.627 -21.860
H 13.386 -10.319 -21.301
H 12.813 -9.670 -22.911
O -1.773 -10.667 -10.643
S -1.600 -12.117 -10.830
O -2.781 -12.892 -11.263
O -0.401 -12.262 -12.063
C -0.116 -13.612 -12.447
C 0.953 -13.513 -13.609
C -0.574 -12.912 -9.562
H -1.018 -14.059 -12.865
H 0.171 -14.303 -11.654
H 1.128 -14.399 -14.219
H 1.861 -13.042 -13.232
H 0.599 -12.853 -14.401
H -0.907 -12.343 -8.694
H 0.451 -12.661 -9.834
H -0.890 -13.953 -9.629
O 8.945 -7.688 -12.154
S 7.538 -8.092 -12.082
O 6.508 -7.197 -12.587
O 7.447 -9.553 -12.869
C 6.476 -9.790 -13.902
C 6.188 -11.276 -14.242
C 6.896 -8.721 -10.428
H 6.772 -9.318 -14.839
H 5.609 -9.176 -13.659
H 5.798 -11.699 -13.317
H 7.089 -11.812 -14.539
H 5.367 -11.371 -14.953
H 7.132 -7.968 -9.677
H 7.366 -9.693 -10.277
H 5.811 -8.819 -10.435
O 8.228 -3.052 -15.320
S 9.538 -3.414 -15.961
O 10.670 -2.554 -15.926
O 10.006 -4.965 -15.379
C 8.942 -5.899 -15.239
C 9.106 -7.235 -16.001
C 9.196 -3.757 -17.702
H 8.014 -5.526 -15.673
H 8.746 -5.997 -14.171
H 9.016 -7.176 -17.086
H 8.396 -8.005 -15.697
H 10.120 -7.611 -15.862
H 8.618 -2.933 -18.121
H 8.703 -4.728 -17.753
H 10.123 -3.686 -18.271
```

Calculated values
**Strongest force on any atom**: 0.09272 Eh/bohr
**E_LUMO**: -0.0392 eV
**Kohn-Sham gap**: 8.25 eV

---

2.
This record from the Open Molecules 2025 dataset describes C5H8O in the gas phase at a distorted geometry. The level of theory is wB97M-V/def2-TZVPD.

```
14
C5H8O (wB97M-V/def2-TZVPD)
C -0.962 -0.450 1.313
C 0.327 -0.525 0.480
C 0.014 -0.619 -1.047
C 0.499 0.788 -1.245
O -0.165 1.661 -0.339
C 0.958 0.930 0.134
H -1.352 0.547 1.102
H -0.785 -0.584 2.386
H -1.764 -1.156 1.022
H 0.994 -1.337 0.815
H -1.025 -0.788 -1.338
H 0.656 -1.330 -1.576
H 0.861 1.217 -2.168
H 1.772 1.616 0.415
```

Calculated values
**Energy relative to the best compared isomer or geometry (same formula, charge and spin)**: 2.5225 eV
**SMILES string**: C[C@H]1C[C@H]2O[C@@H]12
**Strongest force on any atom**: 0.02207 Eh/bohr
**E_LUMO**: 1.2015 eV
**Kohn-Sham gap**: 11.11 eV

---

3.
This record from the Open Molecules 2025 dataset describes C5H11N2OPS in the gas phase at a distorted geometry. The level of theory is wB97M-V/def2-TZVPD.

```
21
C5H11N2OPS (wB97M-V/def2-TZVPD)
C 2.404 0.209 0.005
C 2.455 -1.143 -0.510
C -1.176 0.867 -2.325
C -0.464 1.886 -1.500
C -1.306 -0.719 2.223
N 1.300 -0.346 -0.764
N -1.081 0.732 -0.875
O -0.301 -0.187 1.380
P -0.286 -0.536 -0.199
S -1.062 -2.226 -0.620
H 2.421 0.290 1.057
H 3.044 1.001 -0.470
H 2.953 -1.570 -1.309
H 2.285 -1.957 0.266
H -2.247 0.963 -2.647
H -0.613 0.067 -2.874
H 0.687 1.893 -1.574
H -0.816 2.911 -1.491
H -0.969 -0.439 3.198
H -1.252 -1.830 2.323
H -2.309 -0.455 2.105
```

Calculated values
**Energy relative to the best compared isomer or geometry (same formula, charge and spin)**: 1.2429 eV
**SMILES string**: COP(=S)(N1CC1)N1CC1
**Strongest force on any atom**: 0.08343 Eh/bohr
**E_LUMO**: 0.9322 eV
**Kohn-Sham gap**: 9.79 eV

---

4.
This record from the Open Molecules 2025 dataset describes a molecular structure, C46H48CaN3P at a distorted geometry. The level of theory is wB97M-V/def2-TZVPD.

```
99
C46H48CaN3P (wB97M-V/def2-TZVPD)
Ca 0.389 0.101 -0.284
N 1.406 -3.540 1.758
N 0.921 -1.842 -2.181
C 1.790 2.311 -1.102
C 2.793 1.363 -0.745
C 2.758 1.202 0.673
C 3.615 0.285 1.468
H 4.580 0.128 0.969
H 3.162 -0.708 1.602
H 3.799 0.705 2.464
C 1.745 2.059 1.188
C 1.476 2.317 2.624
H 2.041 3.191 2.988
H 1.764 1.462 3.244
H 0.415 2.522 2.808
C 1.135 2.733 0.092
C 0.088 3.783 0.191
H -0.662 3.530 0.952
H -0.434 3.920 -0.765
H 0.514 4.760 0.475
C 3.786 0.763 -1.676
H 4.673 1.413 -1.778
H 3.368 0.632 -2.686
H 4.132 -0.219 -1.324
C 1.581 2.857 -2.471
H 0.575 3.286 -2.585
H 1.686 2.068 -3.230
H 2.315 3.648 -2.715
C 0.732 -4.429 2.441
H 1.154 -4.528 3.447
C -0.343 -5.149 1.876
H -0.764 -5.902 2.524
C -0.790 -4.868 0.575
H -1.656 -5.442 0.187
C -0.167 -3.844 -0.142
H -0.549 -3.557 -1.137
C 0.901 -3.047 0.550
C 1.500 -1.687 0.465
H 2.634 -2.096 -0.113
C 0.522 -0.782 -2.725
C 1.408 -2.680 -3.137
H 1.852 -3.555 -2.769
C 1.226 -2.158 -4.415
H 1.352 -2.545 -5.404
N 0.644 -0.891 -4.093
C 0.476 0.235 -4.877
C 1.502 0.517 -5.786
C 1.314 1.641 -6.575
H 2.076 1.832 -7.328
C 0.195 2.465 -6.396
C 0.011 3.649 -7.278
H -0.530 4.436 -6.744
H -0.566 3.388 -8.176
H 0.983 4.034 -7.602
C -0.761 2.183 -5.410
H -1.645 2.809 -5.262
C -0.629 1.074 -4.598
C -1.646 0.780 -3.539
H -1.819 -0.280 -3.307
H -2.601 1.192 -3.896
H -1.434 1.313 -2.593
C 2.745 -0.309 -5.868
H 2.592 -1.336 -6.221
H 3.360 -0.328 -4.954
H 3.339 0.191 -6.639
C -4.748 2.628 4.194
C -3.947 3.109 3.151
C -2.955 2.302 2.592
C -2.730 1.010 3.113
C -3.562 0.520 4.132
C -4.561 1.329 4.678
P -1.363 -0.009 2.434
C -0.305 -0.270 3.917
C 0.830 -1.094 3.776
C 1.660 -1.362 4.865
C 1.373 -0.795 6.112
C 0.289 0.066 6.250
C -0.530 0.361 5.153
C -2.244 -1.621 2.319
C -2.252 -2.561 3.358
C -3.104 -3.665 3.292
C -3.916 -3.863 2.176
C -3.859 -2.964 1.104
C -3.026 -1.849 1.169
H -5.524 3.262 4.627
H -4.098 4.119 2.770
H -2.351 2.659 1.754
H -3.425 -0.495 4.511
H -5.187 0.938 5.481
H 1.057 -1.561 2.821
H 2.516 -2.021 4.729
H 2.013 -1.025 6.970
H 0.058 0.521 7.215
H -1.351 1.065 5.266
H -1.608 -2.425 4.230
H -3.123 -4.373 4.125
H -4.586 -4.724 2.132
H -4.470 -3.132 0.216
H -2.996 -1.136 0.338
```

Calculated values
**Total charge**: -2
**Strongest force on any atom**: 0.10464 Eh/bohr
**E_LUMO (alpha / beta)**: 4.0877 / 4.0878 eV
**Kohn-Sham gap (alpha / beta)**: 5.07 / 2.46 eV

---

Which formula does entry 1 have?
C81H209N7O39S13